Molecular formula: C15H23Cl24F3O2P
Method: DFT, wB97M-V/def2-TZVPD

```
68
Properties=species:S:1:pos:R:3:lowdin_charge:R:1
C 3.18938 -1.00774 2.37621 -0.146
C 3.59161 -1.38040 0.93956 -0.280
C 2.38122 -1.76240 0.06728 -0.284
P 1.49419 -0.40052 -0.72045 1.126
C 2.67711 0.57989 -1.70321 -0.242
C 2.58505 2.10705 -1.55660 -0.093
C 3.34490 2.62445 -0.34799 -0.627
F 3.15928 1.83754 0.74343 0.079
F 2.95557 3.86069 -0.01291 0.155
F 4.66688 2.64866 -0.57475 0.155
C 0.44956 0.63680 0.40349 -0.307
O 0.19607 0.06896 1.66096 -0.176
O -0.49977 -1.16168 1.41083 -0.007
H 2.68633 -1.86969 2.82611 0.081
H 2.52843 -0.14039 2.35015 0.034
H 4.08821 -0.78937 2.94547 -0.007
H 4.19983 -0.58441 0.50180 0.095
H 4.23856 -2.26323 0.98236 0.066
H 1.68844 -2.38026 0.64366 0.093
H 2.70961 -2.38512 -0.77735 0.107
H 0.64312 -0.98337 -1.65828 -0.012
H 3.68282 0.24492 -1.43397 0.100
H 2.52216 0.30751 -2.75127 0.107
H 3.07605 2.55869 -2.42491 0.144
H 1.56207 2.49103 -1.54838 0.126
H 0.89777 1.61043 0.60307 0.097
H -0.50767 0.81385 -0.09702 0.039
H -0.08010 -1.74603 2.06299 0.113
C 5.26546 -4.31756 3.75552 -1.520
Cl 5.87519 -2.66923 3.57809 0.571
Cl 4.27353 -4.45948 5.20085 0.545
Cl 4.35622 -4.82435 2.32366 0.534
H 6.11500 -4.97993 3.85550 0.015
C -1.70521 -0.25012 -4.21690 -1.531
Cl -0.84463 0.48570 -5.56273 0.560
Cl -0.84103 -1.67340 -3.62212 0.522
Cl -1.94418 0.91644 -2.91374 0.500
H -2.68222 -0.57035 -4.55353 -0.067
C -1.55096 4.15814 0.65835 -1.529
Cl -2.06862 5.74187 0.09894 0.581
Cl -2.20857 3.78960 2.24553 0.563
Cl -2.01877 2.90817 -0.51412 0.516
H -0.47084 4.16533 0.73354 0.004
C -5.58078 7.10327 0.59845 -1.577
Cl -6.27802 5.76978 -0.32386 0.516
Cl -6.17090 8.65465 0.00820 0.536
Cl -5.90701 6.91421 2.32064 0.526
H -4.50931 7.07796 0.46029 -0.049
C 3.52358 1.93512 4.88465 -1.520
Cl 1.93623 2.23553 4.16527 0.536
Cl 3.59084 0.32867 5.60538 0.555
Cl 4.80561 2.14391 3.68837 0.546
H 3.67985 2.66396 5.66865 0.014
C -0.48823 -5.65656 -4.12461 -1.551
Cl 0.45065 -4.65166 -5.22766 0.515
Cl 0.11574 -5.49107 -2.46908 0.499
Cl -2.20067 -5.25433 -4.20441 0.527
H -0.36760 -6.68980 -4.42160 0.015
C -6.21270 -0.37830 -3.48314 -1.527
Cl -5.79088 -0.23063 -1.78313 0.513
Cl -6.32192 1.19665 -4.26044 0.549
Cl -5.03062 -1.40571 -4.31682 0.550
H -7.17598 -0.86548 -3.55835 0.019
C -5.91625 -3.54492 1.01295 -1.554
Cl -5.85714 -1.92500 1.71552 0.515
Cl -7.49514 -4.28131 1.25781 0.542
Cl -5.50095 -3.49222 -0.70139 0.496
H -5.17830 -4.15354 1.51774 0.009
```

Kohn-Sham gap = 10.0 eV
total charge = +1
DFT total energy = -337993.6661 eV
strongest force on any atom = 0.0182 Eh/bohr

---

Molecular formula: C5H9NO2
Method: DFT, wB97M-V/def2-TZVPD

```
17
Properties=species:S:1:pos:R:3:lowdin_charge:R:1
C 1.84403 -0.15352 -2.09760 -0.115
C 0.76458 -0.37273 -1.05322 -0.144
C -0.21916 0.50993 -0.84142 -0.070
N -1.11102 0.70285 0.22074 -0.075
O -1.95404 1.77231 -0.18578 0.042
C -1.25879 0.08953 1.39428 -0.419
C -0.29970 -0.88892 2.04020 0.011
O -2.30070 0.43191 2.05946 -0.019
H 2.21209 -1.11988 -2.43018 0.058
H 1.67518 0.60928 -2.90390 0.087
H 2.77157 0.26936 -1.58659 0.090
H 0.96666 -1.23884 -0.46595 0.073
H -0.30297 1.20314 -1.67228 0.125
H -2.60016 1.68199 0.54552 0.097
H -0.83162 -1.81903 2.44894 0.119
H 0.60297 -1.23930 1.55007 0.052
H 0.04107 -0.43810 2.97770 0.089
```

energy relative to the best compared isomer or geometry (same formula, charge and spin) = 311.9 kJ/mol
Kohn-Sham gap = 9.4 eV
total charge = 0
DFT total energy = -10913.3433 eV
strongest force on any atom = 0.0847 Eh/bohr

---

Molecular formula: C31H45O2Si
Method: DFT, wB97M-V/def2-TZVPD

```
79
Properties=species:S:1:pos:R:3:lowdin_charge:R:1
C 5.14074 -1.98780 1.71155 -0.040
O 4.76807 -0.58980 1.78634 -0.070
C 3.45463 -0.21409 1.79813 -0.232
C 3.18719 1.16451 2.00043 0.024
C 1.88764 1.59920 2.15218 -0.020
C 0.78083 0.69790 2.17746 -0.179
C -0.53348 1.24282 2.55929 0.015
C -1.78588 0.50035 2.36838 -0.194
C -2.94871 1.20614 1.96614 -0.010
C -4.17374 0.56405 1.80001 -0.021
C -4.28807 -0.82631 1.95226 -0.249
C -5.62155 -1.49936 1.73674 -0.037
C -3.13367 -1.54100 2.28132 -0.018
C -1.91775 -0.89848 2.51509 -0.014
C 1.05977 -0.61862 1.72680 -0.005
C 2.36457 -1.09545 1.61039 0.012
H 6.23352 -1.96828 1.74292 0.099
H 4.75369 -2.55443 2.57038 0.100
H 4.80380 -2.44777 0.77199 0.097
H 4.02628 1.84463 2.07176 0.128
H 1.71124 2.66973 2.23488 0.124
H -0.62074 2.29384 2.26924 0.118
H -2.88713 2.27540 1.76178 0.119
H -5.06604 1.13977 1.56667 0.122
H -5.51818 -2.58701 1.66681 0.082
H -6.32840 -1.29287 2.54994 0.091
H -6.10019 -1.14687 0.81565 0.090
H -3.20895 -2.62714 2.38999 0.123
H -1.05659 -1.50370 2.81070 0.105
H 0.27085 -1.29910 1.41190 0.110
H 2.56347 -2.14446 1.37836 0.116
C -6.58936 1.64633 6.86906 -0.112
C -5.37063 0.72508 6.84338 -0.286
C -4.48045 0.87062 8.08257 -0.269
C -3.20438 -0.00112 8.05246 -0.234
Si -1.55794 0.91773 8.03936 0.676
C -1.45461 1.98037 9.59098 -0.243
C -1.58882 1.26001 10.95806 -0.263
C -0.33748 1.33706 11.83992 -0.282
C -0.48046 0.55184 13.14080 -0.113
C -0.15537 -0.32674 8.14494 -0.242
C -0.15476 -1.29600 6.96379 -0.292
C 1.03939 -2.24954 6.98620 -0.272
C 1.07522 -3.13450 5.74687 -0.115
C -1.44126 1.85795 6.41432 -0.160
C -2.27126 2.77586 5.78520 -0.022
C -1.68639 3.14336 4.57573 0.011
C -0.57015 2.30970 4.38111 -0.147
O -0.40419 1.56745 5.54830 -0.005
H -7.20137 1.47701 5.97823 0.070
H -7.21366 1.46164 7.75022 0.078
H -6.28933 2.70050 6.87724 0.070
H -5.70367 -0.31868 6.78048 0.112
H -4.78289 0.91944 5.93564 0.095
H -4.23566 1.93320 8.23104 0.090
H -5.07697 0.57959 8.96031 0.116
H -3.21553 -0.64104 8.95055 0.086
H -3.21147 -0.68123 7.18624 0.077
H -0.51067 2.54402 9.54057 0.082
H -2.26833 2.71836 9.52005 0.071
H -2.41795 1.72269 11.51378 0.115
H -1.86985 0.20401 10.82839 0.094
H 0.53283 0.96635 11.28440 0.105
H -0.13798 2.39111 12.06792 0.112
H 0.42968 0.65053 13.73768 0.072
H -1.32061 0.91959 13.73864 0.076
H -0.64074 -0.51294 12.94222 0.073
H 0.78968 0.23721 8.15661 0.092
H -0.20548 -0.88688 9.09380 0.095
H -1.08829 -1.87755 6.94803 0.110
H -0.12965 -0.71976 6.03166 0.089
H 1.96051 -1.65968 7.05646 0.112
H 0.98494 -2.86563 7.89075 0.114
H 1.91486 -3.83111 5.81116 0.070
H 0.15113 -3.71578 5.65501 0.075
H 1.19742 -2.53400 4.83633 0.058
H -3.19359 3.16758 6.21217 0.124
H -2.04009 3.91673 3.90355 0.133
H 0.36288 2.58405 3.92227 0.120
```

energy relative to the best compared isomer or geometry (same formula, charge and spin) = 124.6 kJ/mol
Kohn-Sham gap = 6.3 eV
total charge = +1
DFT total energy = -44842.0438 eV
strongest force on any atom = 0.0440 Eh/bohr

---

Molecular formula: C19H47N2O3
Method: DFT, wB97M-V/def2-TZVPD

```
71
Properties=species:S:1:pos:R:3:lowdin_charge:R:1
C -3.36973 -0.95638 2.43334 -0.118
C -2.55335 -2.23367 2.28980 -0.268
C -1.76887 -2.29752 0.97191 -0.206
C -0.45559 -3.10000 1.06535 -0.198
C 0.77926 -2.20332 0.99211 -0.205
C 0.92010 -1.53711 -0.38432 -0.156
C 2.34414 -1.27554 -0.88339 -0.231
C 2.24516 -0.38721 -2.12134 -0.090
N 3.60647 0.22257 -2.25368 0.085
C 3.92869 0.63956 -0.84332 -0.062
C 3.34036 -0.47963 0.02606 -0.322
N 2.77296 0.08707 1.23734 0.073
H -3.90417 -0.93260 3.38273 0.070
H -2.71896 -0.07949 2.39898 0.068
H -4.11096 -0.86323 1.63724 0.075
H -3.21437 -3.09969 2.36480 0.109
H -1.85769 -2.31073 3.13093 0.104
H -2.40978 -2.74052 0.20726 0.110
H -1.56912 -1.26865 0.65476 0.095
H -0.39040 -3.83135 0.25905 0.080
H -0.43977 -3.63431 2.01772 0.111
H 1.68031 -2.78361 1.22341 0.119
H 0.69008 -1.42811 1.75702 0.103
H 0.46926 -2.22289 -1.10971 0.129
H 0.33665 -0.61722 -0.43523 0.110
H 2.81401 -2.22340 -1.15279 0.149
H 1.60847 0.46139 -1.88115 0.097
H 1.91248 -0.87013 -3.03683 0.149
H 3.60715 1.01629 -2.89500 0.186
H 4.28275 -0.46263 -2.59095 0.186
H 3.45646 1.60733 -0.68829 0.116
H 5.00801 0.74216 -0.76136 0.138
H 4.17589 -1.15781 0.24533 0.143
H 2.58593 -0.64860 1.91061 0.074
H 3.45235 0.69972 1.68112 0.092
C -0.03799 4.56485 -1.53324 -0.048
C 0.48595 3.30912 -2.19941 -0.473
C -0.61676 2.29557 -2.45554 -0.052
O 1.53492 2.71681 -1.40087 -0.093
H -0.49117 4.32884 -0.56815 0.068
H 0.76543 5.28044 -1.36373 0.089
H -0.80101 5.04175 -2.14748 0.095
H 0.97238 3.56796 -3.14188 0.139
H -1.08121 1.99508 -1.51158 0.087
H -0.22706 1.40114 -2.94514 0.067
H -1.39434 2.71765 -3.09119 0.090
H 1.14091 2.49009 -0.54691 0.092
C -2.03099 -7.06774 -0.78033 -0.056
C -1.40857 -6.09413 -1.76587 -0.500
C -1.20912 -6.71675 -3.13654 -0.060
O -0.16951 -5.58609 -1.25508 -0.079
H -1.38012 -7.93619 -0.64580 0.085
H -2.17031 -6.59474 0.19175 0.077
H -2.99818 -7.42310 -1.13651 0.084
H -2.04678 -5.21212 -1.85660 0.135
H -0.53675 -7.57629 -3.06599 0.084
H -0.76917 -5.99720 -3.82694 0.078
H -2.15582 -7.06279 -3.55193 0.084
H 0.43248 -6.33287 -1.15021 0.091
C 0.16570 7.41309 2.83784 -0.062
C -1.19569 6.88764 2.41573 -0.497
C -1.90617 6.16828 3.54927 -0.061
O -1.07291 6.03205 1.27328 -0.071
H 0.80989 6.58436 3.14773 0.080
H 0.65069 7.93064 2.01057 0.079
H 0.07847 8.10368 3.67696 0.082
H -1.81348 7.71749 2.06849 0.139
H -1.31608 5.30715 3.87791 0.080
H -2.88149 5.80801 3.22348 0.080
H -2.04701 6.82688 4.40661 0.083
H -0.53332 5.28075 1.54784 0.073
```

Kohn-Sham gap = 9.2 eV
total charge = +1
DFT total energy = -29582.3021 eV
strongest force on any atom = 0.0130 Eh/bohr

---

no.,highest occupied orbital energy (eV)
1,-12.383
2,-8.565
3,-11.282
4,-12.055